Entry 1:
Molecular formula: C2H5BrNP
Method: DFT, ωB97M-V/def2-TZVPD

Each line ends with the natural charge from an NBO analysis.
CARTESIAN COORDINATES (ANGSTROEM)
C: -1.64 0.32 -0.09  -0.689
C: -0.20 0.38 -0.36  0.185
N: 0.43 -0.65 0.06  -0.774
P: 1.94 -1.22 -0.06  0.772
Br: 3.62 0.40 0.07  -0.344
H: -1.96 -0.50 0.45  0.230
H: -2.13 1.10 0.30  0.232
H: -2.30 0.26 -0.94  0.234
H: 0.12 1.30 -0.83  0.185
H: 2.12 -1.40 1.40  -0.032

Values from the calculation:
Orbital gap = 9.4 eV
Max |F| = 0.0780 Eh/bohr
LUMO energy = 0.25 eV
Energy = -3049.302013 Ha
SMILES string = C/C=N/PBr


Entry 2:
Molecular formula: C6H12N3O2
Method: DFT, ωB97M-V/def2-TZVPD

Each line ends with the natural charge from an NBO analysis.
CARTESIAN COORDINATES (ANGSTROEM)
C: -0.43 -0.09 -0.01  -0.264
C: -0.19 1.32 0.34  -0.201
C: -0.46 -0.53 -1.28  0.171
C: 0.52 1.86 1.43  0.274
C: -0.86 -3.09 -0.64  -0.608
C: -0.76 -2.00 -1.68  -0.437
N: 0.55 3.10 1.86  -0.825
N: -0.13 0.28 -2.40  0.475
N: 1.32 0.96 2.31  -0.731
O: -0.46 -0.10 -3.51  -0.304
O: 0.54 1.32 -2.16  -0.390
H: -0.92 -0.74 0.70  0.244
H: -0.54 2.17 -0.20  0.250
H: -1.74 -2.79 -0.06  0.207
H: 0.01 -3.08 0.05  0.204
H: -0.91 -3.98 -1.23  0.246
H: 0.06 -2.30 -2.31  0.234
H: -1.69 -1.91 -2.37  0.253
H: -0.30 3.59 1.59  0.438
H: 1.53 3.55 1.83  0.402
H: 0.97 0.77 3.37  0.467
H: 1.70 0.08 2.00  0.454
H: 2.20 1.59 2.37  0.442

Values from the calculation:
Charge = +1
Orbital gap = 8.6 eV
Max |F| = 0.1481 Eh/bohr
LUMO energy = -4.23 eV
Energy = -550.128577 Ha
SMILES string = CC/C(=C/C=C(/N)[NH3+])[N+](=O)[O-]


Entry 3:
Molecular formula: C3H2F2O2
Method: DFT, ωB97M-V/def2-TZVPD

Each line ends with the natural charge from an NBO analysis.
CARTESIAN COORDINATES (ANGSTROEM)
C: 1.97 0.05 -0.27  0.615
C: 1.36 0.49 0.77  -0.086
C: -1.97 -0.37 -0.47  0.732
O: 2.62 -0.09 -1.22  -0.411
O: -1.67 0.70 -0.78  -0.518
F: 0.70 -0.27 1.65  -0.317
F: -2.98 -0.98 -0.98  -0.315
H: 1.52 1.43 1.03  0.200
H: -1.55 -0.96 0.27  0.100

Values from the calculation:
Orbital gap = 9.3 eV
Max |F| = 0.0858 Eh/bohr
LUMO energy = -0.10 eV
Energy = -465.641846 Ha
SMILES string = O=C=CF.O=CF


Entry 4:
Molecular formula: C6H10
Method: DFT, ωB97M-V/def2-TZVPD

Each line ends with the natural charge from an NBO analysis.
CARTESIAN COORDINATES (ANGSTROEM)
C: 1.96 -0.44 0.10  -0.599
C: 0.60 0.02 -0.40  -0.255
C: -0.56 -0.88 0.02  -0.418
C: -1.84 -0.09 -0.10  -0.417
C: -1.04 1.72 0.49  -0.192
C: 0.19 1.38 0.13  -0.329
H: 1.97 -0.49 1.19  0.207
H: 2.76 0.25 -0.21  0.213
H: 2.21 -1.44 -0.29  0.211
H: 0.63 0.08 -1.50  0.206
H: -0.61 -1.79 -0.59  0.225
H: -0.41 -1.19 1.06  0.209
H: -2.68 -0.52 0.44  0.223
H: -2.12 0.14 -1.13  0.210
H: -2.02 1.10 0.57  0.272
H: 0.96 2.15 0.24  0.234

Values from the calculation:
Orbital gap = 9.7 eV
Max |F| = 0.0080 Eh/bohr
LUMO energy = 1.08 eV
Energy = -234.460544 Ha


Entry 5:
Molecular formula: C22H44AlO16
Method: DFT, ωB97M-V/def2-TZVPD

Each line ends with the Mulliken charge.
CARTESIAN COORDINATES (ANGSTROEM)
O: -1.01 1.97 7.19  -0.483
C: -0.45 2.81 6.55  0.081
O: -0.07 2.58 5.28  -0.262
C: 0.33 1.21 5.04  -0.306
C: 1.10 1.14 3.70  -0.816
Al: 3.09 1.45 4.04  0.275
O: 3.23 2.33 5.64  -0.683
C: 4.09 2.29 2.48  -0.630
C: 3.60 3.79 2.29  0.380
C: 3.58 4.64 3.64  -0.706
O: 4.59 4.78 2.47  -0.525
H: -0.24 3.81 6.97  0.416
H: -0.57 0.56 5.03  0.248
H: 0.96 0.83 5.86  0.338
H: 0.92 0.13 3.29  0.330
H: 0.68 1.89 2.99  0.274
H: 3.74 -0.03 4.27  -0.395
H: 4.14 2.41 5.93  0.245
H: 5.18 2.36 2.60  0.453
H: 3.80 1.82 1.52  -0.087
H: 2.78 3.98 1.57  0.255
H: 3.31 5.70 3.54  0.416
H: 4.38 4.48 4.36  0.211
C: 8.00 0.94 -3.63  -1.108
C: 7.19 -0.10 -2.88  -0.169
O: 6.28 0.52 -1.96  -0.347
C: 5.16 0.99 -2.50  0.690
O: 4.84 0.92 -3.66  -0.564
O: 4.45 1.56 -1.53  -0.199
C: 3.24 2.17 -1.98  -0.656
H: 8.49 1.62 -2.94  0.308
H: 8.75 0.46 -4.26  0.364
H: 7.35 1.54 -4.27  0.286
H: 7.86 -0.72 -2.28  0.305
H: 6.65 -0.77 -3.56  0.286
H: 2.63 1.48 -2.56  0.320
H: 3.47 3.06 -2.56  0.312
H: 2.67 2.47 -1.09  0.156
C: 3.33 0.53 -6.26  -0.801
C: 3.20 0.60 -7.76  -0.364
O: 1.90 0.19 -8.20  -0.347
C: 0.94 1.11 -8.09  0.781
O: 1.07 2.23 -7.68  -0.550
O: -0.21 0.56 -8.50  -0.339
C: -1.34 1.42 -8.38  -0.638
H: 3.05 -0.46 -5.89  0.284
H: 4.34 0.75 -5.94  0.251
H: 2.66 1.25 -5.77  0.292
H: 3.91 -0.09 -8.22  0.310
H: 3.43 1.60 -8.14  0.333
H: -1.17 2.38 -8.85  0.294
H: -1.59 1.56 -7.32  0.293
H: -2.18 0.93 -8.87  0.221
C: -5.43 -3.65 4.93  -1.227
C: -5.84 -2.53 4.00  0.140
O: -5.74 -1.26 4.65  -0.416
C: -4.50 -0.74 4.70  0.777
O: -3.51 -1.25 4.25  -0.577
O: -4.57 0.41 5.36  -0.379
C: -3.29 1.05 5.55  -0.696
H: -5.99 -3.60 5.86  0.306
H: -5.60 -4.62 4.46  0.381
H: -4.37 -3.57 5.19  0.315
H: -6.89 -2.65 3.72  0.359
H: -5.25 -2.54 3.08  0.042
H: -2.75 1.15 4.61  0.352
H: -2.70 0.49 6.27  0.373
H: -3.48 2.04 5.96  0.232
C: -6.91 -5.93 -2.44  -1.102
C: -7.16 -5.81 -0.95  -0.183
O: -5.99 -5.34 -0.27  -0.357
C: -5.78 -4.02 -0.34  0.791
O: -6.49 -3.22 -0.90  -0.555
O: -4.65 -3.75 0.31  -0.346
C: -4.26 -2.37 0.27  -0.702
H: -6.03 -6.54 -2.63  0.292
H: -7.77 -6.38 -2.94  0.355
H: -6.73 -4.95 -2.89  0.310
H: -7.39 -6.79 -0.53  0.291
H: -8.02 -5.16 -0.74  0.309
H: -5.07 -1.72 0.59  0.303
H: -3.94 -2.11 -0.74  0.329
H: -3.42 -2.25 0.94  0.253

Values from the calculation:
Charge = -1
Orbital gap = 6.9 eV
Max |F| = 0.0863 Eh/bohr
LUMO energy = 2.08 eV
Energy = -2310.995180 Ha


Entry 6:
Molecular formula: C6H10O
Method: DFT, ωB97M-V/def2-TZVPD

Each line ends with the natural charge from an NBO analysis.
CARTESIAN COORDINATES (ANGSTROEM)
O: 2.39 -0.83 0.03  -0.677
C: 1.14 -0.27 0.07  0.302
C: -0.01 -1.22 0.38  -0.459
C: -1.38 -0.52 0.19  -0.418
C: -1.21 0.91 -0.31  -0.299
C: -0.19 1.69 0.24  -0.216
C: 1.04 1.07 0.44  -0.321
H: 2.30 -1.77 -0.17  0.475
H: 0.46 -0.02 -1.42  0.012
H: 0.11 -1.55 1.42  0.221
H: 0.07 -2.11 -0.25  0.202
H: -1.92 -0.50 1.15  0.216
H: -2.01 -1.09 -0.51  0.212
H: -0.35 0.39 -1.48  0.082
H: -2.13 1.40 -0.65  0.225
H: -0.26 2.77 0.25  0.216
H: 1.95 1.64 0.63  0.228

Values from the calculation:
Orbital gap = 9.0 eV
Max |F| = 0.0092 Eh/bohr
LUMO energy = 0.91 eV
Energy = -309.740234 Ha


Entry 7:
Molecular formula: H9O4
Method: DFT, ωB97M-V/def2-TZVPD

Each line ends with the natural charge from an NBO analysis.
CARTESIAN COORDINATES (ANGSTROEM)
O: -0.32 -2.80 2.35  -0.973
H: 0.05 -2.92 3.25  0.503
H: -0.75 -3.64 2.13  0.524
O: 1.80 2.82 -4.11  -0.940
H: 2.10 3.66 -4.48  0.474
H: 2.56 2.56 -3.56  0.465
O: -1.29 0.44 -0.40  -0.921
H: -1.23 1.25 -0.92  0.540
H: -1.64 -0.26 -0.97  0.526
O: -0.28 -0.33 1.67  -0.854
H: -0.08 0.47 2.16  0.537
H: -0.71 -0.05 0.72  0.546
H: -0.20 -1.19 2.17  0.572

Values from the calculation:
Charge = +1
Orbital gap = 10.3 eV
Max |F| = 0.0285 Eh/bohr
LUMO energy = -3.55 eV
Energy = -306.083078 Ha


Entry 8:
Molecular formula: C4H4N2O2
Method: DFT, ωB97M-V/def2-TZVPD

Each line ends with the natural charge from an NBO analysis.
CARTESIAN COORDINATES (ANGSTROEM)
C: -1.53 0.26 -0.07  0.903
C: 0.73 -0.94 -0.03  -0.068
C: 1.99 -0.48 -0.03  -0.095
C: 0.76 1.28 -0.09  0.223
H: -3.11 -0.76 0.14  0.518
H: 0.27 -1.93 0.02  0.230
H: 2.86 -1.21 0.21  0.226
H: 0.41 2.29 -0.10  0.218
N: -0.17 0.18 -0.06  -0.451
N: 1.97 0.88 0.01  -0.434
O: -2.13 -0.90 -0.05  -0.668
O: -2.06 1.32 0.05  -0.601

Values from the calculation:
Orbital gap = 9.9 eV
Max |F| = 0.0919 Eh/bohr
LUMO energy = 0.43 eV
Energy = -414.820506 Ha
SMILES string = O=C(O)n1ccnc1


Question: Look up the max |F| of the fifth one.
Answer: 0.0863 Eh/bohr


Question: What is the formula in the sixth record?
Answer: C6H10O